[1]
Formula: C17H22BN4O11Pt
Source: the Open Molecules 2025 dataset
Level of theory: wB97M-V/def2-TZVPD

```
56
Properties=species:S:1:pos:R:3:forces:R:3
H -4.390 10.146 6.133 0.1 0.1 -0.5
H -7.013 8.237 8.082 1.2 -0.2 -0.8
H -8.247 11.313 5.522 0.8 0.0 0.9
C -5.200 9.288 12.207 -3.5 -0.4 -1.8
C -2.914 8.665 11.998 -1.7 -1.1 0.2
C -10.631 11.202 10.654 3.2 -1.5 1.6
O -7.753 10.947 8.345 0.7 0.0 -0.3
H -11.658 12.893 12.567 -1.5 -0.4 -0.8
H -12.575 11.431 10.055 0.6 0.3 -0.1
H -6.993 10.218 5.107 -0.2 -0.1 1.1
B -7.101 10.400 9.446 -0.3 0.3 1.6
C -3.465 10.852 13.021 0.6 -1.1 -0.6
C -11.786 11.976 10.625 -3.0 1.2 -2.1
H -2.222 7.883 11.761 0.6 0.2 -0.2
H -12.641 11.428 12.529 -0.3 0.5 -0.4
O -6.406 9.033 11.723 5.7 -1.8 2.1
H -6.248 8.372 6.446 -0.4 -0.6 -1.6
O -5.255 12.515 13.315 -1.6 1.3 0.5
Pt -7.982 9.846 11.247 -2.4 2.2 -1.5
C -2.577 9.912 12.487 0.9 -0.5 0.1
C -9.078 8.384 13.605 -0.7 1.1 0.3
O -4.073 6.679 10.469 -1.2 -0.7 1.5
C -6.083 8.467 7.474 -0.5 0.8 1.9
C -4.346 10.151 7.213 0.9 1.2 0.1
H -11.990 8.205 13.873 -0.6 0.3 0.2
N -4.693 6.965 11.530 1.3 0.8 -2.3
C -6.798 10.968 7.218 -0.6 0.1 0.9
C -4.255 8.305 11.972 0.7 0.1 0.9
C -5.711 9.931 7.741 -1.0 -0.4 0.0
O -9.652 8.794 12.543 1.4 0.1 -0.5
H -11.067 7.214 12.817 0.1 -0.5 0.0
H -11.535 12.886 10.033 -0.3 -0.4 0.3
N -9.614 10.724 10.926 -2.1 0.8 -1.9
H -8.343 9.798 6.244 0.1 -0.9 0.3
C -12.444 12.339 11.931 1.1 0.9 2.1
H -5.783 12.358 5.979 0.0 0.3 0.1
N -1.177 10.075 12.740 0.7 -2.0 1.0
O -10.037 7.931 14.509 -0.2 -1.3 -0.2
O -5.545 6.306 12.071 0.8 0.5 -0.2
H -3.613 9.396 7.497 -0.2 0.0 0.3
C -7.597 10.530 6.004 -0.3 0.6 -2.1
H -11.559 6.522 14.487 0.2 1.2 -1.0
C -11.248 7.428 13.861 0.9 -0.7 1.7
O -0.399 9.123 12.457 -0.8 2.2 0.1
H -7.137 13.151 6.875 0.5 -1.3 -0.3
C -6.293 12.397 6.947 -0.9 1.0 -0.2
O -7.902 8.482 13.936 -0.9 -0.4 0.3
N -5.794 11.444 13.037 1.6 0.4 0.1
H -5.185 7.904 7.766 -0.7 -0.3 0.2
H -5.671 12.930 7.662 0.5 -0.8 0.4
H -3.105 11.707 13.587 -0.3 -0.2 -0.4
C -4.774 10.525 12.788 -1.7 -0.8 -0.3
O -5.779 10.090 9.160 0.0 0.2 -0.1
H -13.374 12.961 11.774 1.1 -0.7 0.2
O -0.889 11.038 13.424 1.1 0.3 -0.4
H -4.001 11.133 7.560 0.2 -0.2 -0.2
```
Forces are in eV/Å.

Calculated values
ΔE to the lowest compared entry with this formula, charge and spin, kJ/mol: 0.0
Energy, Eh: -1851.64287
LUMO energy (alpha / beta), eV: 2.080 / 1.376
2S+1: 3
Total charge: -1
Highest occupied orbital energy (alpha / beta), eV: -4.554 / -5.107
<S²>: 2.024
Largest force on an atom, eV Å⁻¹: 6.4

Here are the Mulliken charges for atoms 1 to 4, given in e:
1. H 0.3836
2. H 0.1921
3. H 0.4001
4. C 1.0721



[2]
Formula: C56H151N9O22
Source: the Open Molecules 2025 dataset
Level of theory: wB97M-V/def2-TZVPD

```
238
Properties=species:S:1:pos:R:3:forces:R:3
H 1.683 4.199 -2.629 0.3 -0.1 0.1
H 6.511 3.953 -0.910 0.2 0.1 0.1
O 0.991 -0.178 -4.713 0.7 -0.1 0.0
C 6.805 5.988 -11.064 -0.9 0.3 0.4
C 7.052 3.523 4.376 0.1 -1.3 0.6
H 13.586 -1.825 -4.922 -0.1 -0.5 0.1
H 2.308 -1.340 -5.849 0.0 -0.1 0.1
O 2.453 3.530 4.323 0.1 0.4 0.4
C 15.299 -2.129 -6.109 0.3 -0.4 0.1
H 2.205 0.969 7.343 0.1 -0.2 -0.5
H 6.194 5.077 -10.975 0.0 -0.1 0.4
H 5.608 2.393 3.310 0.4 -0.4 -0.8
H 9.418 5.320 -14.106 0.1 0.0 0.6
H 5.899 6.861 -0.727 0.2 -0.2 0.4
H 8.839 5.143 -0.333 0.7 -0.4 -0.1
H 2.153 14.074 3.691 0.1 0.1 0.1
C 0.983 1.618 4.915 0.9 1.2 -0.7
H 3.035 1.812 -3.193 0.1 0.0 -0.1
H 14.227 -3.672 -8.278 -0.1 0.0 0.1
C 4.455 5.993 0.636 0.0 0.6 0.0
C 8.606 12.727 -2.213 -0.8 -0.1 -0.4
H 7.172 3.019 -3.110 -0.1 -0.3 0.4
H 13.656 -0.716 -7.574 -0.4 0.0 -0.2
H 6.077 6.730 -11.417 0.5 0.1 -0.9
H 6.952 2.983 -5.535 0.2 0.3 0.1
N 0.628 2.064 6.262 0.7 -0.3 0.0
H 9.670 2.333 -7.675 0.1 0.0 -0.1
H 7.057 5.289 -2.004 0.2 0.0 0.3
O 5.956 4.235 -4.214 0.1 0.6 0.6
O 0.324 0.190 9.346 -0.7 0.4 0.5
H 6.311 2.925 -8.655 0.0 0.1 0.6
H 4.281 7.120 -1.192 -0.3 -0.2 0.1
H 4.160 7.945 3.261 0.1 0.2 -0.3
H 9.327 3.118 -3.134 -0.1 -0.2 0.1
H 15.914 -4.018 -8.695 -0.2 -0.4 0.0
H 9.331 3.687 1.626 0.2 -0.1 0.3
C 7.422 9.682 -1.045 0.1 0.8 1.7
H 8.735 2.587 5.013 0.2 -0.1 -0.1
H 1.690 12.285 6.147 0.0 -0.3 -0.3
H 11.220 6.970 1.812 0.2 0.2 0.0
H 9.460 4.998 -7.824 -0.2 -0.2 -0.2
C 11.831 -0.802 -6.544 -1.6 1.4 -0.7
O 3.629 3.025 -0.455 -0.1 -0.8 -0.3
H 3.301 9.953 -0.483 0.2 0.1 0.4
H 11.349 2.336 1.890 -0.6 0.1 -0.4
C 9.991 4.529 1.430 0.0 1.4 -0.1
H -1.133 2.339 -0.338 0.2 -0.1 -0.2
H 6.535 11.294 0.079 0.0 -0.3 0.4
C 9.184 5.535 0.630 -1.3 0.2 -0.9
H 6.975 5.138 6.554 0.1 0.2 0.2
H 1.820 2.232 -1.405 0.2 -0.5 0.0
C 2.295 10.281 -0.221 -1.1 -0.2 0.1
H 5.352 2.949 -2.781 0.4 -0.7 0.0
H 7.193 8.999 -1.867 0.0 0.2 -0.2
C 10.401 7.520 1.346 -0.9 -0.4 0.5
H 9.622 1.317 -13.542 -0.1 0.1 0.2
H 1.789 14.000 6.273 0.2 0.3 -0.2
C 4.925 6.358 -0.745 0.2 -0.5 -1.3
H -1.542 0.909 9.861 -0.2 0.0 0.0
H 15.882 3.028 -0.482 0.0 0.1 -0.2
H 9.159 1.898 -15.085 -0.9 -0.1 -0.1
H 7.730 7.467 -9.808 0.2 0.0 0.3
H 5.314 1.791 0.092 0.0 0.3 -0.5
H 5.704 4.046 -6.206 -0.1 -0.1 0.0
H 1.904 10.912 -1.018 0.2 0.1 0.0
H 0.300 3.528 -3.440 -0.1 0.1 0.0
H 1.679 2.081 -4.262 -0.1 0.0 0.0
H 10.280 5.045 2.354 -0.3 -0.5 0.4
H 9.118 6.677 -7.850 -0.5 0.3 -0.1
H 3.734 1.175 0.488 -0.3 0.2 -0.1
C 11.961 3.063 1.348 -0.2 -0.3 0.4
H 4.122 14.335 7.127 -0.2 0.1 -0.1
H 9.620 7.722 2.087 0.2 0.1 0.2
H 5.620 6.962 3.024 -0.1 -0.1 0.5
H 10.818 3.734 -2.448 -0.1 0.1 0.1
C 8.788 4.450 -13.928 -0.7 -0.1 -1.1
H 0.535 13.736 4.351 0.1 0.2 -0.1
H 8.133 1.978 3.599 0.1 -0.1 0.2
H 5.339 3.139 5.727 -0.1 -0.1 0.1
O 13.923 3.097 -0.024 -0.4 0.4 0.3
H -1.240 -0.773 10.310 0.2 -0.1 -0.1
O 9.627 3.329 -13.752 -0.3 0.3 1.0
O 2.153 11.010 0.978 0.6 0.6 -0.5
C 6.919 4.382 7.338 -0.7 -0.6 0.3
H 1.825 5.133 3.105 0.8 0.0 0.7
H 2.581 0.407 -5.973 -0.1 0.2 0.0
C -1.074 -0.024 9.540 0.4 0.4 -0.4
O 7.282 9.155 3.179 -0.9 -0.3 0.3
H 3.134 1.787 5.119 0.0 0.3 0.1
H 13.374 -2.928 -6.349 -0.4 0.1 0.2
H 13.301 1.442 0.919 -0.4 -0.2 0.2
O 8.454 11.343 -2.482 0.0 0.6 0.0
C 5.250 3.143 -8.845 1.2 -0.3 0.2
H 0.286 2.019 4.177 -0.4 -0.3 0.2
H 15.205 1.430 -0.182 -0.2 0.1 0.5
O 7.124 3.088 6.813 0.2 -0.3 -0.5
H 8.834 1.190 -8.719 0.1 -0.5 0.0
H 7.115 11.296 3.137 -0.1 -0.3 -0.3
H 4.740 8.167 -3.721 -0.3 0.2 -0.4
C 15.236 -3.791 -7.874 0.3 0.5 0.1
H 5.119 12.920 6.893 0.0 -0.1 -0.5
C 2.656 11.391 3.268 -0.9 -1.2 -0.1
C 1.688 4.057 3.270 0.1 1.0 -0.8
O 4.395 2.218 -8.187 -0.1 0.0 -0.4
H 11.329 0.193 -8.336 -0.1 0.4 -0.2
H 0.075 5.336 -1.770 -0.5 0.1 0.0
H 4.675 5.476 -4.363 -0.2 0.2 -0.3
O 9.609 2.664 -1.126 -0.3 0.1 0.2
H -1.513 -0.343 8.591 -0.3 -0.1 0.1
C 0.606 1.421 8.689 1.2 -0.5 -0.8
H 12.340 1.870 -0.500 -0.5 0.2 0.1
H 8.446 13.262 -3.150 0.5 -0.1 -0.1
H 4.515 5.458 -2.510 0.3 -0.3 -0.2
C 8.633 5.702 -7.940 0.2 -0.5 -0.1
H 1.745 9.536 2.292 -0.5 0.5 0.9
C 7.202 6.516 -9.687 -0.2 -1.1 -0.6
C 9.006 2.085 -14.017 1.4 -0.3 -0.3
C 6.144 3.331 3.160 -0.2 1.3 1.3
H 1.630 9.408 -0.198 0.2 -0.2 0.0
H 7.000 9.182 2.259 0.3 0.4 0.0
H 2.700 -0.503 -3.616 0.2 0.2 0.1
O 8.008 5.474 -9.193 1.1 0.0 0.8
C 1.814 -0.363 -5.859 -0.7 -0.1 0.1
H 3.559 12.728 7.627 -0.2 0.0 -0.1
O 15.768 -2.584 -7.365 -0.2 0.5 -0.3
H 8.527 10.530 3.916 0.0 0.5 -0.3
H 9.633 7.254 -3.998 -0.2 0.0 0.0
C -0.089 4.291 -1.501 0.8 -0.4 0.2
O 9.777 0.394 -6.961 0.3 0.0 -0.6
H 2.068 3.641 2.330 -0.8 -0.5 -0.2
H 5.350 4.083 3.195 0.0 0.1 -0.1
C 6.239 3.563 -2.978 -1.0 0.3 0.0
H 1.125 -0.339 -6.703 0.2 0.1 -0.2
C 9.519 6.689 -3.074 -0.4 0.3 0.0
H 5.422 7.668 -5.320 0.3 0.2 0.1
H 15.812 -1.181 -5.944 -0.1 0.0 0.1
H 7.640 4.539 8.138 0.2 0.1 -0.2
H 1.092 2.958 6.394 -0.2 0.1 0.0
H 8.978 11.096 -0.475 -0.1 0.0 0.1
N 1.220 2.141 -2.217 -0.7 0.8 0.5
H 6.729 3.503 2.259 -0.2 -0.6 -0.3
H 1.185 -0.318 -2.713 0.1 0.0 0.1
H 12.562 3.470 2.170 0.4 0.1 -0.2
H 8.610 8.405 -0.153 -0.1 -0.5 0.7
O -1.460 3.994 -1.546 0.2 0.0 -0.4
C 2.352 2.131 4.436 -0.2 -1.0 0.2
H 11.537 -0.748 -5.494 0.1 -0.1 0.1
H 7.992 1.961 -13.639 -0.2 0.3 -0.3
H 10.715 8.481 0.947 0.2 -0.2 -0.2
H 5.053 5.165 1.041 0.4 0.3 0.3
H 3.983 6.211 3.093 0.0 -0.1 -0.1
C 6.280 4.543 -1.797 -0.3 0.3 -1.5
H 0.262 4.212 -0.461 0.1 -0.3 0.0
N 13.264 -0.789 -6.643 0.4 -0.9 0.2
H 11.822 4.888 0.574 -0.3 0.2 -0.3
H 2.926 10.830 4.167 0.3 0.2 0.1
C 1.124 1.111 7.261 -1.5 0.0 0.6
O 9.815 6.760 0.297 0.9 0.0 -0.6
H 0.609 4.075 3.446 -0.1 -1.0 -0.2
C 5.960 3.417 -5.357 0.6 -0.6 -0.3
H 10.235 3.085 -0.499 -0.1 0.1 -0.2
H 7.257 3.817 -12.447 0.4 -0.4 -0.2
H -2.772 2.678 -0.808 -0.1 -0.2 -0.3
C 6.226 10.583 -0.693 1.1 0.6 -0.7
H 7.084 8.282 0.447 0.0 -0.2 -0.2
H 11.611 1.347 -6.991 0.1 0.0 0.0
H 15.640 -2.847 -5.352 -0.1 0.1 0.1
C 1.776 0.076 -3.541 -0.9 0.0 -0.2
H 1.434 1.866 9.244 -0.3 0.4 0.2
O 4.171 6.312 -4.417 0.4 -0.1 0.4
H 7.923 5.495 -7.135 0.0 0.4 0.2
H 4.150 3.829 -0.661 0.0 -0.2 -0.3
C 12.827 2.279 0.390 1.5 0.0 0.0
C 4.566 7.071 2.753 0.5 -0.2 0.0
O 10.769 6.723 -2.419 -0.3 -0.4 0.1
H 0.582 0.199 7.005 0.6 -0.4 0.0
O 4.548 7.224 1.340 -0.4 -0.2 0.5
H 7.314 4.555 4.611 -0.3 0.1 -0.2
H 14.815 2.183 -1.672 0.0 0.4 -0.1
C 11.160 0.391 -7.270 0.6 -0.6 0.4
N 8.329 2.829 4.115 -0.1 0.4 -0.1
H 9.582 12.930 -1.770 0.0 0.2 0.0
H 8.624 5.288 -11.210 0.3 0.0 -0.2
H -0.229 2.114 8.571 -0.2 -0.2 0.4
H 8.207 1.632 -7.084 -0.3 -0.2 -0.3
H 4.406 2.583 1.357 0.0 -0.4 0.3
N 7.813 8.940 0.182 0.0 0.1 -1.0
C 1.968 1.585 -3.334 0.9 -0.1 0.1
H 9.108 5.696 -3.299 0.6 -0.2 -0.1
H 6.520 1.769 5.438 -0.5 -0.1 0.1
H 6.051 11.249 -1.542 -0.6 -0.4 -0.2
C 2.100 13.163 5.635 0.3 0.4 0.1
H 2.536 1.586 3.499 0.2 0.5 -0.3
C 4.090 13.278 6.842 0.4 0.0 0.5
H 10.588 6.556 -1.483 0.2 0.1 0.1
N 1.401 12.076 3.533 0.4 0.0 0.6
H 9.500 9.846 -1.653 0.1 -0.1 0.4
H 3.366 9.690 2.056 0.6 0.7 -0.1
H 8.184 5.769 1.031 0.3 0.0 1.0
C 8.687 10.520 -1.355 -0.8 -0.6 -0.9
H 4.319 1.413 -8.706 0.1 0.0 0.0
H 5.311 2.537 -5.316 -0.5 0.3 0.2
C 7.678 4.720 -12.918 -0.4 0.2 0.5
H 5.928 4.382 7.812 0.0 0.4 -0.1
H 7.791 13.116 -1.591 0.2 -0.2 0.5
H 5.300 3.145 -9.937 -1.1 0.0 -0.1
H 15.238 -4.579 -7.114 0.0 -0.1 -0.1
H 7.058 10.579 4.739 -0.7 -0.5 -0.2
C -1.747 2.659 -1.188 -0.6 0.2 0.8
C 13.799 -1.985 -5.981 0.5 0.7 -0.1
C 4.303 2.097 0.384 0.2 0.8 0.6
N 11.174 4.119 0.693 0.3 -0.9 0.0
C 2.488 10.343 2.175 0.1 -0.8 -0.8
H 5.019 4.119 -8.427 0.0 0.1 -0.3
H 6.812 5.069 -13.487 0.1 0.4 0.0
C 1.548 13.342 4.239 -1.0 -0.7 -0.2
H 3.466 12.076 3.009 0.1 0.0 -0.1
C 14.993 2.417 -0.616 0.1 -0.6 -0.3
N 4.974 5.190 -1.650 -0.3 0.3 1.0
C 5.153 7.347 -4.315 -0.6 -0.1 0.5
H 10.691 2.022 -2.756 -0.2 -0.1 -0.2
C 6.385 2.835 5.619 1.0 1.0 -0.3
C 0.821 3.531 -2.477 -0.4 0.1 -0.8
H -1.657 1.939 -2.001 0.2 0.1 -0.1
H 0.726 12.058 2.789 0.3 0.3 -0.3
H 1.085 0.541 4.777 -0.6 -0.1 0.5
H 5.349 10.029 -0.376 0.0 0.0 -0.1
H 8.718 7.134 -2.468 0.2 0.4 0.0
C 9.091 1.401 -7.679 0.0 0.7 0.9
H 6.009 7.039 -3.706 0.3 -0.3 -0.4
C 7.449 10.443 3.727 1.5 0.3 0.6
O 3.524 13.091 5.567 -0.1 -0.1 0.5
N 7.981 5.702 -11.876 -0.3 0.4 -0.1
H 6.327 6.622 -9.035 -0.1 0.3 -0.1
H 11.251 -1.615 -7.006 0.6 -0.7 0.3
C 10.117 2.892 -2.416 0.8 0.0 -0.2
H 3.429 5.610 0.663 -0.1 0.2 -0.2
H 8.243 4.353 -14.879 0.2 -0.3 -0.2
```
Forces are in eV/Å.

Calculated values
ΔE to the lowest compared entry with this formula, charge and spin, kJ/mol: 0.0
Energy, Eh: -4371.75107
LUMO energy, eV: 0.406
Total charge: 0
Highest occupied orbital energy, eV: -8.343
Largest force on an atom, eV Å⁻¹: 2.3

Here are the Mulliken charges for atoms 1 to 4, given in e:
1. H 0.0185
2. H -0.1966
3. O -0.4113
4. C -0.1987



[3]
Formula: C6H9FSi
Source: the Open Molecules 2025 dataset
Level of theory: wB97M-V/def2-TZVPD

```
17
Properties=species:S:1:pos:R:3:forces:R:3
H 1.976 1.947 0.671 0.9 0.3 -0.2
H 3.219 -1.551 -0.139 0.4 -0.2 -0.4
H 0.066 2.871 0.406 0.4 -1.2 -0.8
H -1.836 -2.581 0.995 -1.0 1.8 -1.2
C 1.319 1.254 0.191 -0.1 -0.3 0.0
C 3.054 -0.484 -0.156 0.5 -1.3 0.3
H -1.852 2.345 -0.489 0.2 -1.4 0.5
Si -2.246 -0.040 -0.001 0.5 0.9 -0.1
C -1.902 -1.877 0.065 -0.2 -1.6 0.9
H 0.849 -0.778 -0.084 2.2 0.1 0.3
C 1.799 -0.129 0.010 -3.3 1.4 -0.5
C 0.098 1.794 0.024 0.7 1.9 1.9
F -3.855 0.062 -0.106 0.6 0.3 0.0
H 3.941 0.148 -0.239 -0.6 0.1 0.3
H -2.484 -2.400 -0.741 0.3 0.5 0.9
H -0.888 -2.008 -0.205 1.4 0.2 -0.9
C -1.256 1.427 -0.201 -2.7 -1.3 -0.9
```
Forces are in eV/Å.

Calculated values
Structure (SMILES): C=C/C=C\C=[Si](/C)F
ΔE to the lowest compared entry with this formula, charge and spin, kJ/mol: 228.1
Energy, Eh: -623.30646
LUMO energy, eV: 0.112
Total charge: 0
Highest occupied orbital energy, eV: -7.412
Largest force on an atom, eV Å⁻¹: 3.6

Here are the Mulliken charges for atoms 1 to 4, given in e:
1. H 0.2996
2. H 0.2484
3. H 0.1386
4. H 0.3669



[4]
Formula: C8H5ClN2
Source: the Open Molecules 2025 dataset
Level of theory: wB97M-V/def2-TZVPD

```
16
Properties=species:S:1:pos:R:3:forces:R:3
Cl 3.099 -0.320 1.358 -0.5 -0.3 -0.1
C 0.518 -0.142 -2.768 0.3 0.7 0.1
H 0.783 -1.750 2.017 -0.5 -0.1 0.1
H -0.316 -1.352 -1.286 0.1 -2.3 0.7
N 1.110 2.440 0.429 0.0 -0.2 -0.1
H -1.613 -0.673 2.299 0.4 -0.5 -2.0
C 0.408 -0.860 1.529 0.4 1.3 -2.0
C -0.974 0.511 -0.909 0.4 -3.2 0.5
C -0.268 -0.378 -1.603 -0.4 2.0 -1.0
C -1.068 -0.594 1.286 1.1 0.0 4.1
H -2.776 0.167 0.288 1.6 0.3 0.4
H -1.103 1.502 -1.026 0.1 3.3 -1.3
C 1.210 1.314 0.642 -0.3 0.3 0.0
C -1.641 0.069 0.305 -2.2 -0.6 -0.7
N 1.247 0.101 -3.623 -0.1 -0.2 -0.2
C 1.385 -0.036 1.063 -0.1 -0.5 1.5
```
Forces are in eV/Å.

Calculated values
Structure (SMILES): N#C/C=C/C=C\C=C(\Cl)C#N
ΔE to the lowest compared entry with this formula, charge and spin, kJ/mol: 346.0
Energy, Eh: -877.43533
LUMO energy, eV: -0.824
Total charge: 0
Highest occupied orbital energy, eV: -9.722
Largest force on an atom, eV Å⁻¹: 4.3

Here are the Mulliken charges for atoms 1 to 4, given in e:
1. Cl -0.1796
2. C 0.1832
3. H 0.3970
4. H 0.4868